# 1
# C4H30O12

A 13-piece molecular cluster, C4H30O12 overall at a distorted geometry (wB97M-V/def2-TZVPD, OMol25).

Structure (XYZ):
```
46
Properties=species:S:1:pos:R:3:mulliken_charge:R:1
C 1.13967 -1.57582 0.69985 -0.49
C 0.67208 -0.33784 0.53873 -0.14
C 0.26516 0.29892 -0.70062 1.41
C 0.63967 1.48708 -1.16022 -1.21
H 0.78803 -2.40161 0.08936 0.01
H 1.59391 -1.90874 1.62540 0.31
H 0.79701 0.42499 1.31161 0.03
H -0.38495 -0.32568 -1.32211 -0.17
H 0.40050 1.97339 -2.10136 0.23
H 1.12559 2.14699 -0.44864 0.23
H 3.14311 0.45140 -1.67595 0.43
H 4.65691 0.66495 -1.37713 0.26
O 3.79832 0.58895 -0.95123 -0.68
H -1.57269 -3.21013 2.10194 0.25
H -1.92226 -2.18856 0.97690 0.33
O -1.31625 -2.34771 1.74455 -0.59
H 2.33429 1.60645 2.67732 0.41
H 1.26795 1.11373 3.70668 0.29
O 1.69391 1.90737 3.36109 -0.71
H 4.02251 0.84931 1.56802 0.28
H 3.03794 0.17030 0.77940 0.42
O 3.23254 0.31833 1.72981 -0.67
H -0.49801 2.37755 2.58728 0.34
H -1.25825 1.05873 2.75151 0.32
O -1.30823 1.93035 2.29307 -0.67
H -4.00117 -1.26765 0.42837 0.24
H -2.76020 -0.20158 0.25480 0.36
O -3.08360 -1.11340 0.14590 -0.61
H -2.01151 2.05670 0.71586 0.35
H -3.37593 2.45081 0.08472 0.25
O -2.71765 1.72402 0.10292 -0.65
H -1.45867 -0.32373 4.18248 0.27
H -0.95109 -1.16200 2.87916 0.41
O -0.78013 -0.41336 3.50687 -0.68
H 3.05351 -0.84456 -3.16596 0.31
H 1.64143 -0.28443 -3.17420 0.39
O 2.56824 -0.00782 -3.30736 -0.76
H -2.56315 2.09429 -3.03369 0.32
H -2.38420 1.27837 -1.77115 0.34
O -2.51417 1.17593 -2.73172 -0.66
H -2.45843 -1.76136 -2.16588 0.28
H -1.93544 -0.57351 -3.09877 0.38
O -1.90019 -1.53073 -2.92038 -0.67
H 0.85987 -2.57698 -2.08294 0.24
H -0.27413 -1.92563 -2.93659 0.35
O 0.69817 -1.86608 -2.71770 -0.67
```

Properties
- calculated total energy (Eh) = -1073.25490
- molecular weight (g/mol) = 270.27
- lowest unoccupied orbital energy (eV) = 0.07
- gap between HOMO and LUMO (eV) = 8.722
- charge = 0

---

# 2
# C29H39AsBN10O3S5W

C29H39AsBN10O3S5W as an isolated structure (wB97M-V/def2-TZVPD, OMol25).

Structure (XYZ):
```
89
Properties=species:S:1:pos:R:3:mulliken_charge:R:1
W -0.16680 0.12287 -0.34451 1.71
C -0.56406 3.93614 -1.26532 -1.54
C -1.02500 3.31367 0.01145 0.68
C -1.73104 4.04589 0.96167 -2.01
C -2.08656 3.15803 1.93844 -0.08
N -1.65048 1.92950 1.60054 1.93
N -0.93466 2.02479 0.43594 -0.56
B -1.60988 0.69803 2.54644 0.12
N -2.10392 -0.63737 1.93776 1.57
C -3.07021 -1.45089 2.39625 0.15
C -3.10998 -2.57969 1.61689 -1.90
C -2.09721 -2.42098 0.67473 0.65
C -1.77870 -3.44941 -0.36029 -1.91
N -1.46830 -1.24558 0.90002 -0.74
N -0.12819 0.48974 2.86547 0.27
C 0.59444 0.50368 3.99015 0.45
C 1.90931 0.26156 3.67971 -2.14
C 1.94099 0.09275 2.30098 0.57
C 3.18446 -0.25496 1.55515 -1.03
N 0.69523 0.25430 1.78843 0.23
N -2.60309 1.02613 3.67058 0.14
C -2.58678 1.17675 5.00975 -0.05
C -3.84896 1.49929 5.45672 -1.24
C -4.66554 1.54120 4.32536 0.79
C -6.11592 1.83771 4.19252 -1.44
N -3.88890 1.25325 3.27346 0.14
H -1.35602 4.59770 -1.61452 0.55
H -0.36421 3.22202 -2.05122 0.01
H 0.31876 4.54775 -1.07663 0.36
H -1.96228 5.09632 0.91399 0.62
H -2.61811 3.33391 2.85661 0.49
H -3.65613 -1.20123 3.26339 0.50
H -3.75852 -3.43191 1.72982 0.62
H -2.67415 -3.66002 -0.94752 0.42
H -1.49855 -4.38164 0.13272 0.41
H -0.97921 -3.18030 -1.04445 0.38
H 0.14972 0.67901 4.95247 0.46
H 2.74114 0.20001 4.36022 0.62
H 3.95097 0.48741 1.78289 0.49
H 3.05296 -0.28607 0.48006 -0.22
H 3.56321 -1.21725 1.90627 0.45
H -1.68868 1.04894 5.58578 0.51
H -4.14961 1.67999 6.47459 0.51
H -6.56342 1.94367 5.17714 0.43
H -6.63372 1.03540 3.66628 0.34
H -6.27114 2.76947 3.64696 0.32
O 4.95963 -5.08417 -1.36749 -0.28
C 4.12376 -4.28180 -1.24271 0.56
S 2.92354 -4.28230 0.13581 0.07
C 2.13644 -2.84999 -0.32153 0.15
C 2.65333 -2.13350 -1.51016 -0.07
S 1.96265 -0.69347 -1.88537 0.10
S 3.94133 -2.84173 -2.35845 0.10
S 0.86725 -2.21531 0.50895 0.21
C 3.89287 4.04210 -1.04043 -1.07
As 3.32943 2.39459 -1.84102 0.76
C 4.81304 1.17762 -1.75821 -1.00
C 2.88338 2.70347 -3.68267 -1.13
S 1.62464 1.92782 -0.50882 -0.17
H 4.72566 4.43532 -1.62557 0.47
H 4.21598 3.85054 -0.01877 0.43
H 3.06855 4.75170 -1.04804 0.39
H 5.65979 1.69912 -2.20929 0.52
H 4.60677 0.27235 -2.32423 0.28
H 5.04675 0.94673 -0.72117 0.37
H 3.76653 3.13187 -4.16044 0.56
H 2.06324 3.41676 -3.74615 0.40
H 2.63118 1.76683 -4.17588 0.36
C -1.11646 -0.26946 -5.27268 -0.68
C -0.34556 0.77949 -4.79477 -1.07
C -0.06372 0.84432 -3.44785 0.70
N -0.50096 -0.07090 -2.56283 0.54
C -1.27289 -1.07028 -3.02997 -0.56
C -1.58719 -1.20890 -4.36511 -0.95
H -1.35780 -0.34607 -6.32472 0.51
H 0.01745 1.55430 -5.45593 0.59
H 0.51137 1.65811 -3.03548 -0.31
H -1.67196 -1.75706 -2.30093 0.38
H -2.20826 -2.03540 -4.68124 0.56
N -4.61791 0.71063 0.34378 -0.48
C -4.26512 1.38667 -0.91074 -1.23
C -2.82181 1.25862 -1.36006 0.40
O -2.35114 1.96116 -2.20883 -0.46
O -2.13289 0.25953 -0.75132 -0.12
H -4.13440 1.17981 2.26729 -0.12
H -4.47288 -0.29053 0.23872 0.05
H -5.62522 0.81566 0.45304 0.34
H -4.44685 2.45766 -0.81041 0.44
H -4.86880 1.05785 -1.76443 0.44
```

Properties
- calculated total energy (Eh) = -6219.14616
- molecular weight (g/mol) = 1005.61
- lowest unoccupied orbital energy (alpha / beta) (eV) = -13.11 / -13.23
- spin multiplicity = 2
- gap between HOMO and LUMO (alpha / beta) (eV) = 6.114 / 5.999
- charge = +4